# 1
# C23H39N5O2

C23H39N5O2 in the gas phase (ωB97M-V/def2-TZVPD, OMol25).

The SMILES is CCCn1cc(CN2CCC(N3CCC(C(=O)N4CCOCC4)CC3)CC2)c(C)n1. The value obtained for the energy relative to the best compared isomer or geometry (same formula, charge and spin) is 31.3 kJ/mol. The total charge is 0. The calculation puts the HOMO energy at -8.1 eV. For the orbital gap, the calculation gives 8.7 eV.

CARTESIAN COORDINATES (ANGSTROEM)
C1 0.463367 3.123223 1.040739
C2 0.895180 3.459126 -0.381182
C3 2.411231 3.656569 -0.507999
N1 3.137148 2.416502 -0.499840
C4 3.574267 1.698942 0.554535
C5 4.221201 0.584315 0.058581
C6 4.889942 -0.507207 0.842466
N2 4.089949 -1.637866 1.279781
C7 3.061343 -1.376447 2.260667
C8 1.710920 -0.949451 1.666421
C9 1.230729 -2.005513 0.670260
N3 -0.109518 -1.713951 0.186532
C10 -0.726742 -2.790733 -0.565724
C11 -2.252695 -2.659465 -0.471824
C12 -2.652028 -1.184824 -0.346685
C13 -4.061466 -0.960786 -0.876583
O1 -4.601951 -1.746641 -1.632415
N4 -4.682689 0.191009 -0.513540
C14 -4.248064 1.191564 0.433938
C15 -5.235363 1.227888 1.610514
O2 -6.546513 1.483110 1.169901
C16 -6.972527 0.501307 0.248307
C17 -6.040588 0.440108 -0.963698
C18 -1.652210 -0.352941 -1.155434
C19 -0.275156 -0.437327 -0.489147
C20 2.314051 -2.168354 -0.407711
C21 3.637972 -2.559054 0.262602
C22 4.132199 0.731365 -1.345058
C23 4.712633 -0.130798 -2.410634
N5 3.471461 1.835957 -1.650920
H1 -0.615957 2.996550 1.088619
H2 0.929675 2.202685 1.382974
H3 0.742575 3.923985 1.722850
H4 0.589861 2.663375 -1.063287
H5 0.403681 4.380669 -0.697639
H6 2.636602 4.136878 -1.462955
H7 2.776101 4.288068 0.307396
H8 3.425546 2.028528 1.564046
H9 5.323395 -0.067157 1.747850
H10 5.709385 -0.917664 0.243828
H11 3.425698 -0.611359 2.950079
H12 2.915191 -2.303494 2.829785
H13 1.835153 0.004033 1.154959
H14 0.976292 -0.828669 2.464059
H15 1.145301 -2.959220 1.210629
H16 -0.414683 -3.744006 -0.135180
H17 -0.410677 -2.785097 -1.621738
H18 -2.722934 -3.080364 -1.361489
H19 -2.624387 -3.206238 0.395228
H20 -2.587033 -0.896112 0.704474
H21 -3.244251 0.992485 0.799423
H22 -4.257641 2.169086 -0.065285
H23 -4.982572 2.033801 2.301720
H24 -5.196974 0.264303 2.142881
H25 -7.982189 0.783866 -0.051984
H26 -6.998753 -0.484228 0.737202
H27 -6.328647 -0.369541 -1.634447
H28 -6.069393 1.395435 -1.499462
H29 -1.616938 -0.751355 -2.170331
H30 -1.962361 0.691343 -1.223295
H31 -0.198404 0.346733 0.269355
H32 0.501325 -0.254432 -1.250524
H33 2.437213 -1.228151 -0.945127
H34 2.027577 -2.943371 -1.121337
H35 4.427162 -2.664124 -0.484962
H36 3.503790 -3.534022 0.749767
H37 4.235146 -1.109106 -2.437524
H38 4.573330 0.354566 -3.372623
H39 5.777720 -0.278319 -2.234819

Cartesian forces, eV/Å:
-0.004 0.031 -0.237
0.198 0.024 0.190
-0.548 0.324 -0.228
0.311 -0.343 0.351
0.280 -0.195 -0.179
-0.042 0.245 0.043
-0.025 -0.011 0.109
0.155 -0.067 0.033
-0.128 0.135 0.003
0.068 -0.299 0.003
0.168 0.212 0.040
-0.047 -0.137 0.087
-0.163 -0.008 0.010
0.084 0.004 -0.067
-0.063 -0.203 -0.229
0.303 0.012 0.191
-0.051 -0.301 -0.215
-0.350 0.286 -0.008
-0.107 0.055 0.389
0.369 0.087 -0.055
-0.065 0.132 0.054
0.029 -0.083 -0.362
-0.332 -0.136 0.064
0.033 0.007 0.255
0.054 0.157 0.022
-0.086 -0.135 0.212
-0.049 -0.016 -0.151
-0.078 0.146 0.387
-0.049 0.052 0.057
-0.095 0.111 -0.759
-0.099 -0.045 0.089
0.017 -0.131 0.093
0.009 0.068 0.120
0.001 0.044 -0.102
-0.015 0.004 -0.073
0.079 -0.032 0.172
0.030 -0.030 -0.087
-0.054 0.096 0.221
0.083 -0.049 -0.114
0.037 0.077 0.088
0.014 -0.051 0.076
-0.049 0.074 0.092
-0.083 0.024 0.011
-0.087 0.024 0.037
0.048 0.028 -0.018
0.057 0.011 -0.065
0.027 -0.082 0.019
-0.027 0.000 0.071
-0.010 -0.049 0.007
-0.028 0.033 -0.053
0.016 0.019 -0.033
0.073 -0.039 0.077
0.049 -0.078 -0.007
0.029 0.071 -0.021
0.036 -0.084 -0.010
-0.016 0.057 -0.049
-0.003 0.145 0.047
-0.038 -0.043 0.007
-0.044 0.023 -0.056
0.027 0.024 -0.072
0.062 0.091 -0.095
0.004 0.043 0.058
-0.021 0.004 -0.078
-0.013 -0.023 -0.078
0.022 -0.081 0.021
0.008 -0.049 -0.115
-0.012 -0.096 -0.040
0.033 -0.025 -0.079
0.064 -0.059 -0.070

---

# 2
# C23H40Br2F6N5O6PS2

A 4-piece molecular cluster, C23H40Br2F6N5O6PS2 overall (ωB97M-V/def2-TZVPD, OMol25).

The SMILES is C[C@H](Br)[C@H](Br)c1c(S(=O)(=O)C(F)(F)C(F)(F)F)c([PH2]=O)c(F)c2nsnc12.COC[C@@H](C)N.COC[C@@H](C)N.COC[C@@H](C)N. The total charge is 0. The calculation puts the HOMO energy at -8.8 eV. For the orbital gap, the calculation gives 5.7 eV.

CARTESIAN COORDINATES (ANGSTROEM)
C1 3.882560 -0.828706 2.098667
C2 2.389234 -0.227612 1.655007
Br1 2.753741 1.033444 0.116090
C3 1.616772 0.527580 2.927232
Br2 0.264646 -0.643080 3.850510
C4 1.099213 2.041006 2.586497
C5 -0.164634 2.392822 1.611303
S1 -1.188574 1.127278 0.723249
O1 -0.639730 -0.305531 0.645331
O2 -1.317885 1.616360 -0.772884
C6 -2.952737 1.000768 1.441276
F1 -3.239633 2.055836 2.453333
F2 -2.946593 -0.298356 2.213199
C7 -4.109269 0.829512 0.288438
F3 -3.787361 -0.415512 -0.463081
F4 -4.276665 1.997834 -0.608543
F5 -5.432325 0.671884 1.000410
C8 -0.563747 4.008472 1.443155
P1 -2.061752 4.628703 0.386484
O3 -1.772791 4.595097 -1.181453
C9 0.287906 5.227231 2.209222
F6 -0.159652 6.659980 2.030861
C10 1.571779 4.934191 3.186215
N1 2.445465 5.888557 3.973119
S2 3.601597 4.812666 4.751349
N2 3.080315 3.191971 4.231436
C11 1.889953 3.326268 3.308404
H1 3.805955 -1.630528 2.957953
H2 4.348857 -1.337229 1.124626
H3 4.594416 0.060660 2.422645
H4 1.762275 -1.182780 1.318972
H5 2.488600 0.663320 3.734429
H6 -2.305950 6.042062 0.705473
H7 -3.315436 3.954384 0.739628
C12 -0.062632 0.212927 10.384109
O4 0.684256 0.980778 9.451260
C13 2.006216 0.491313 9.207763
C14 2.076903 -0.671273 8.190688
C15 1.633368 -2.014534 8.767322
N3 1.284097 -0.384272 6.987054
H8 0.566877 -0.203534 11.175052
H9 -0.602558 -0.579854 9.864733
H10 -0.806584 0.869824 10.843847
H11 2.560460 1.338865 8.787653
H12 2.504203 0.233572 10.150138
H13 3.126824 -0.781238 7.891921
H14 0.547524 -2.094195 8.863205
H15 1.954686 -2.833139 8.113913
H16 2.077146 -2.183756 9.754348
H17 1.651179 0.461416 6.549020
H18 0.348517 -0.107417 7.298456
C16 -0.868348 0.095063 -3.456563
O5 -0.333091 -0.219504 -4.734136
C17 -1.227000 0.022005 -5.824569
C18 -1.275909 1.494855 -6.292932
C19 -2.082571 2.403355 -5.366917
N4 0.073133 2.055150 -6.453559
H19 -1.940819 -0.108518 -3.395957
H20 -0.660440 1.137837 -3.213317
H21 -0.356259 -0.523466 -2.713917
H22 -0.845699 -0.582108 -6.656242
H23 -2.228575 -0.362502 -5.597644
H24 -1.772850 1.510854 -7.270932
H25 -1.543263 2.657152 -4.450767
H26 -2.315003 3.348465 -5.869953
H27 -3.031811 1.934391 -5.086178
H28 0.574587 1.502835 -7.150196
H29 0.584402 1.869619 -5.585739
C20 -1.739104 -4.913598 -8.538968
O6 -1.676876 -3.936524 -7.509844
C21 -1.036005 -4.381804 -6.310905
C22 0.508506 -4.322091 -6.355192
C23 1.139851 -5.449991 -7.169334
N5 0.983994 -3.033442 -6.877627
H30 -1.867209 -5.924357 -8.142397
H31 -0.845167 -4.854997 -9.161234
H32 -2.597621 -4.680172 -9.175205
H33 -1.375876 -3.697468 -5.524651
H34 -1.393086 -5.379141 -6.027524
H35 0.869752 -4.429008 -5.324775
H36 1.050005 -5.293106 -8.247254
H37 2.210254 -5.524979 -6.948162
H38 0.681873 -6.414489 -6.924800
H39 0.641326 -2.288792 -6.269443
H40 0.495866 -2.865559 -7.762204

Cartesian forces, eV/Å:
-0.061 0.421 -0.568
0.376 -1.952 1.042
-0.458 -0.992 1.072
2.297 1.381 0.004
0.909 1.060 -1.028
-2.512 1.934 -1.145
3.455 3.130 3.935
2.697 -2.751 -7.551
-1.647 4.721 1.940
-0.376 -0.615 6.298
-1.188 -1.423 3.867
0.739 -3.124 -3.484
-0.279 4.229 -2.465
-2.338 -0.354 -1.079
-1.373 4.739 2.557
0.798 -4.395 3.197
4.646 0.363 -2.584
2.556 1.339 2.870
1.146 0.814 -5.380
-0.860 -0.138 5.138
-0.879 -1.824 -0.542
1.485 -4.948 0.543
-0.218 -0.718 -0.134
-1.634 -6.104 -2.104
-4.056 -1.814 -3.037
-3.283 2.979 -2.465
1.912 1.764 1.519
-0.031 1.677 -1.697
-1.069 1.121 2.255
-1.532 -1.882 -0.619
1.104 2.579 0.382
-2.136 -0.126 -1.705
0.376 -1.451 0.561
1.347 0.322 0.214
-0.259 0.288 -0.211
0.555 -0.278 0.200
-0.056 0.174 -0.279
-0.417 0.053 0.232
0.135 -0.266 0.021
0.106 0.310 0.282
0.040 -0.057 -0.072
0.015 -0.188 0.178
0.153 0.010 -0.079
-0.170 -0.022 0.007
-0.113 -0.120 0.051
-0.080 0.150 0.028
0.108 0.108 -0.019
-0.066 0.178 0.057
-0.065 0.023 -0.093
-0.029 -0.184 -0.028
0.221 -0.165 -0.119
0.461 0.041 0.133
-0.554 -0.153 -0.427
0.314 0.056 -0.153
0.101 -0.005 0.442
-0.197 0.170 -0.017
0.143 -0.395 -0.012
-0.025 0.081 -0.060
-0.239 -0.010 0.136
-0.039 0.026 -0.129
0.042 0.051 0.092
-0.032 0.088 0.132
0.119 -0.135 0.046
-0.025 -0.090 -0.100
0.103 -0.162 0.054
0.101 0.036 -0.001
-0.089 0.183 0.043
-0.188 0.162 -0.209
-0.101 0.439 -0.116
0.088 -0.484 0.371
0.063 0.365 0.091
-0.162 0.013 -0.443
0.195 -0.225 0.070
-0.393 0.118 0.057
0.094 0.004 0.038
0.039 -0.255 -0.056
0.048 0.027 0.154
0.018 0.031 -0.180
0.043 -0.095 -0.151
-0.150 0.102 -0.057
-0.060 0.053 0.128
-0.178 0.084 -0.032
0.032 0.085 -0.043
0.213 -0.069 0.041
0.224 -0.115 0.198

---

# 3
# C23H40BrCl2INO9P2

A 3-piece molecular cluster, C23H40BrCl2INO9P2 overall (ωB97M-V/def2-TZVPD, OMol25).

The total charge is -1. The calculation puts the HOMO energy at -4.7 eV. For the orbital gap, the calculation gives 6.8 eV.

CARTESIAN COORDINATES (ANGSTROEM)
C1 3.432548 0.633589 0.760878
C2 2.492150 0.397093 0.023644
C3 1.392557 -0.120168 -1.006728
C4 1.997597 -0.111907 -2.464495
C5 3.487153 -0.634768 -2.617662
C6 4.600331 0.522084 -2.477434
Cl1 3.888745 -2.129780 -1.637923
O1 1.058202 -1.390827 -0.436116
P1 -0.618115 -1.550881 0.146384
I1 -0.185324 -4.001958 0.779873
C7 0.188609 -1.230341 1.854347
C8 -0.106612 0.155903 2.526994
C9 -0.944137 0.162835 3.671412
C10 -0.992458 -2.313831 -1.562197
C11 0.222574 -2.955813 -2.335683
N1 0.173573 -2.938034 -3.640073
C12 -2.432280 -1.464509 0.807309
Br1 -3.836289 -1.359756 -0.588563
C13 -2.877072 -2.580910 1.832472
C14 -4.270424 -2.045886 2.493787
O2 -0.938566 0.120432 -0.270445
C15 0.051027 0.829585 -0.967250
Cl2 -0.765202 0.974324 -2.652556
P2 0.284694 2.674626 -0.626395
O3 0.841870 3.351546 -1.852900
O4 1.095861 3.057001 0.773962
O5 -1.296985 3.298834 -0.457065
H1 4.399031 0.630138 1.325619
H2 2.001311 0.973939 -2.814703
H3 1.380751 -0.666869 -3.231538
H4 3.582981 -0.967458 -3.702664
H5 5.227904 0.599709 -3.419495
H6 4.070128 1.522651 -2.369904
H7 5.317526 0.340618 -1.632267
H8 -0.121482 -2.029186 2.600740
H9 1.317544 -1.351651 1.786518
H10 0.313808 1.155354 2.235057
H11 -0.473474 0.611923 4.604707
H12 -1.970335 -0.295396 3.667794
H13 -1.706310 -3.182658 -1.366261
H14 -1.520322 -1.641644 -2.294841
H15 1.104335 -3.489455 -1.901755
H16 -0.698845 -2.480320 -3.940493
H17 -2.512297 -0.476600 1.368975
H18 -3.182804 -3.561515 1.347532
H19 -2.202255 -2.720969 2.722550
H20 -4.516317 -0.988023 2.194471
H21 -5.133017 -2.783303 2.309761
H22 -4.153054 -2.026382 3.632958
H23 0.651719 3.769162 1.276204
H24 -1.261671 3.856861 0.350997
O6 7.474080 0.374114 -3.181521
C16 8.069101 1.416577 -3.101247
O7 7.961286 2.169188 -1.987813
C17 8.769690 3.317828 -1.709860
C18 8.180533 4.564197 -2.338897
C19 8.863157 1.947648 -4.266158
H25 9.807863 3.148765 -2.004837
H26 8.773174 3.431354 -0.624024
H27 8.146005 4.486450 -3.427231
H28 8.770846 5.443927 -2.074307
H29 7.153900 4.713040 -1.998633
H30 8.195222 2.487358 -4.938887
H31 9.299440 1.101739 -4.798258
H32 9.693452 2.589474 -3.978153
O8 -7.055105 -2.460603 1.715651
C20 -7.757260 -1.744005 2.376951
O9 -8.272519 -2.190949 3.543170
C21 -8.950997 -1.362052 4.492444
C22 -10.421677 -1.232039 4.150430
C23 -8.152755 -0.378551 1.880687
H33 -8.456168 -0.393683 4.593240
H34 -8.850027 -1.860951 5.458406
H35 -10.567160 -0.748735 3.182516
H36 -10.942721 -0.646154 4.910525
H37 -10.885904 -2.218264 4.085838
H38 -9.021357 -0.472195 1.227381
H39 -7.319100 0.033636 1.310591
H40 -8.363874 0.335463 2.674474

Cartesian forces, eV/Å:
0.282 -0.685 -0.364
-0.085 0.174 -0.729
0.971 0.133 1.463
0.655 0.083 -0.324
0.485 0.996 -1.421
-0.408 0.043 -0.166
-0.184 0.800 -0.464
0.134 2.206 -2.026
0.225 0.318 -0.589
0.576 -1.842 0.379
-0.837 0.980 1.247
-1.521 -0.861 1.819
1.565 0.607 -1.190
-0.375 -1.539 -0.565
-1.148 0.430 -1.952
0.195 -0.221 1.722
0.194 -0.620 1.809
0.324 0.115 0.306
-2.574 0.872 0.442
0.199 -0.968 1.140
2.249 1.622 0.015
-1.264 -2.247 0.273
0.519 0.187 0.166
-0.741 2.632 -2.360
-0.020 -1.342 2.346
-1.488 -0.378 -0.843
2.386 -0.674 1.473
-1.756 0.259 -0.785
0.051 -1.294 0.527
0.373 0.453 1.410
-0.298 0.139 1.516
-0.913 -0.365 1.138
0.695 -1.224 0.174
-0.909 0.256 -0.784
0.110 1.244 -0.966
-1.503 0.335 -0.164
0.902 -1.515 0.600
-1.609 0.659 -1.312
1.671 -0.726 0.581
0.761 1.202 -0.276
0.669 -0.383 0.890
-1.044 0.785 0.056
0.354 -0.014 0.129
0.172 -1.194 -0.925
1.054 1.230 0.489
-0.206 0.053 -1.459
0.021 -1.213 0.061
1.497 1.529 0.051
-0.063 0.012 -1.320
0.354 -0.508 -0.353
-0.544 -0.477 -0.694
0.527 0.416 0.285
-0.203 -0.244 -0.421
-0.015 -0.242 0.477
-0.077 0.198 -0.133
-0.080 0.036 -0.176
0.605 -0.086 -0.041
-0.063 -0.022 -0.098
-0.119 -0.226 -0.071
0.093 0.021 0.043
-0.020 -0.036 0.008
0.092 -0.026 0.073
0.033 -0.007 0.050
-0.274 0.013 -0.016
-0.138 0.184 -0.021
-0.841 -0.008 0.392
0.050 0.045 -0.661
0.231 -0.351 0.393
-0.159 0.051 -0.099
-0.099 0.044 -0.169
0.351 0.518 0.196
-0.033 -0.014 -0.111
0.145 -0.113 -0.176
0.031 0.065 0.082
0.021 -0.030 -0.015
0.067 0.032 0.097
0.032 0.003 0.047
-0.100 -0.232 -0.119
-0.215 -0.054 -0.009

---

no.,energy (eV)
1,-36029.451
2,-231565.743
3,-166179.908